# 1
The following is a DFT calculation (ωB97M-V with the def2-TZVPD basis set) of a molecular structure, C44H89Br2N12O in a non-equilibrium geometry.

Element x y z (Å)
C (3.578, 2.712, 4.347)
C (4.265, 3.876, 3.592)
N (4.047, 3.773, 2.111)
C (4.543, 2.730, 1.320)
C (4.110, 2.869, -0.041)
N (3.516, 4.157, -0.095)
C (3.512, 4.693, 1.183)
C (3.055, 4.790, -1.335)
H (3.674, 2.999, 5.394)
H (4.170, 1.818, 4.148)
H (2.518, 2.790, 4.106)
H (5.340, 3.857, 3.773)
H (3.910, 4.841, 3.952)
H (5.100, 1.966, 1.844)
H (4.307, 2.337, -0.960)
H (3.118, 5.665, 1.442)
H (2.422, 5.677, -1.308)
H (2.534, 4.005, -1.883)
H (3.925, 4.883, -1.984)
C (2.668, -3.099, -3.822)
C (1.137, -2.893, -3.837)
N (0.723, -1.510, -4.160)
C (0.208, -1.055, -5.406)
C (-0.172, 0.294, -5.236)
N (0.001, 0.588, -3.890)
C (0.668, -0.490, -3.307)
C (-0.332, 1.895, -3.242)
H (3.003, -4.033, -3.372)
H (3.189, -2.419, -3.146)
H (3.221, -3.025, -4.759)
H (0.815, -3.226, -2.850)
H (0.756, -3.632, -4.542)
H (0.029, -1.797, -6.170)
H (-0.561, 0.970, -5.983)
H (1.017, -0.498, -2.285)
H (-0.991, 1.714, -2.393)
H (-0.786, 2.602, -3.936)
H (0.647, 2.240, -2.910)
C (-3.763, 2.156, -1.033)
C (-4.442, 2.489, -2.382)
N (-3.689, 1.724, -3.406)
C (-3.088, 2.100, -4.610)
C (-2.676, 0.945, -5.253)
N (-2.984, -0.135, -4.405)
C (-3.493, 0.386, -3.278)
C (-2.652, -1.506, -4.774)
H (-4.037, 1.184, -0.623)
H (-3.902, 3.010, -0.370)
H (-2.682, 2.213, -1.160)
H (-4.320, 3.542, -2.633)
H (-5.488, 2.203, -2.494)
H (-3.139, 3.135, -4.912)
H (-2.359, 0.721, -6.261)
H (-3.963, -0.148, -2.464)
H (-1.616, -1.655, -5.077)
H (-3.428, -1.830, -5.469)
H (-2.743, -2.136, -3.889)
C (3.654, -3.899, 5.033)
C (2.327, -3.495, 4.499)
N (2.209, -2.082, 4.187)
C (3.100, -1.428, 3.397)
C (2.878, -0.060, 3.496)
N (1.722, 0.083, 4.263)
C (1.417, -1.133, 4.779)
C (1.224, 1.415, 4.683)
H (3.789, -4.977, 4.940)
H (3.583, -3.725, 6.107)
H (4.583, -3.455, 4.677)
H (1.462, -3.729, 5.119)
H (2.139, -4.165, 3.660)
H (3.827, -2.008, 2.848)
H (3.404, 0.743, 3.001)
H (0.696, -1.433, 5.524)
H (0.873, 2.016, 3.844)
H (2.016, 1.965, 5.191)
H (0.495, 1.259, 5.478)
C (-4.045, 2.546, 2.344)
C (-3.536, 1.180, 2.711)
N (-3.903, 0.059, 1.854)
C (-5.235, -0.353, 1.796)
C (-5.378, -1.394, 0.833)
N (-4.132, -1.554, 0.286)
C (-3.201, -0.755, 0.942)
C (-3.817, -2.388, -0.872)
H (-4.017, 2.558, 1.254)
H (-3.533, 3.382, 2.820)
H (-5.104, 2.714, 2.537)
H (-3.979, 0.989, 3.689)
H (-2.471, 1.203, 2.940)
H (-5.928, 0.050, 2.521)
H (-6.200, -2.067, 0.637)
H (-2.143, -0.761, 0.723)
H (-4.383, -3.318, -0.933)
H (-2.778, -2.708, -0.798)
H (-3.953, -1.738, -1.736)
C (-2.281, -4.527, -2.597)
C (-1.018, -5.355, -2.194)
C (-0.274, -5.002, -0.901)
C (0.622, -3.807, -1.043)
N (1.354, -3.397, 0.203)
C (2.359, -2.282, -0.221)
C (2.305, -1.181, 0.908)
C (0.918, -1.329, 1.424)
C (0.496, -2.764, 1.389)
C (2.207, -4.570, 0.783)
H (-2.931, -5.026, -3.317)
H (-1.904, -3.667, -3.150)
H (-2.940, -4.250, -1.774)
H (-0.318, -5.438, -3.025)
H (-1.405, -6.359, -2.017)
H (0.243, -5.902, -0.567)
H (-1.006, -4.842, -0.109)
H (0.051, -2.886, -1.154)
H (1.274, -3.760, -1.916)
H (3.340, -2.585, -0.587)
H (1.922, -1.829, -1.111)
H (3.118, -1.387, 1.604)
H (2.582, -0.180, 0.577)
H (0.876, -1.027, 2.471)
H (0.177, -0.813, 0.814)
H (0.559, -3.501, 2.189)
H (-0.529, -2.933, 1.059)
H (2.915, -4.768, -0.021)
H (1.741, -5.480, 1.161)
H (2.823, -4.159, 1.583)
C (1.421, 3.056, 0.794)
N (0.122, 2.267, 0.965)
C (0.507, 0.740, 1.260)
C (-0.611, 2.817, 2.157)
C (-0.810, 2.270, -0.267)
C (-1.122, 3.551, -0.948)
O (-1.700, 4.581, -0.204)
H (1.189, 4.088, 0.534)
H (2.043, 2.654, -0.006)
H (1.987, 3.129, 1.723)
H (-0.343, 0.134, 0.947)
H (0.691, 0.665, 2.332)
H (1.454, 0.485, 0.784)
H (0.033, 2.742, 3.034)
H (-1.480, 2.160, 2.190)
H (-0.870, 3.850, 1.925)
H (-1.767, 1.786, -0.069)
H (-0.264, 1.594, -0.924)
H (-1.778, 3.360, -1.798)
H (-0.201, 3.817, -1.468)
H (-2.629, 4.519, 0.030)
Br (0.727, 5.338, -2.294)
Br (-3.961, 4.405, 0.708)

ΔE to the lowest compared entry with this formula, charge and spin	564.6	kcal/mol
total charge	+5
calculated total energy	-207012.9721	eV
LUMO energy	-12.07	eV


# 2
The following is a DFT calculation (ωB97M-V with the def2-TZVPD basis set) of a molecular structure, C44H92O13 in a non-equilibrium geometry.

Element x y z (Å)
C (19.234, -9.342, -17.897)
C (19.571, -7.920, -17.507)
C (18.304, -7.403, -16.824)
O (17.827, -8.613, -16.277)
C (18.711, -9.662, -16.554)
H (20.096, -9.935, -18.202)
H (18.418, -9.148, -18.593)
H (19.828, -7.331, -18.387)
H (20.341, -7.823, -16.741)
H (17.605, -6.986, -17.549)
H (18.611, -6.736, -16.018)
H (18.126, -10.580, -16.507)
H (19.465, -9.777, -15.775)
C (20.245, -12.617, -13.160)
C (19.805, -11.202, -13.526)
C (20.144, -11.005, -14.948)
O (21.343, -11.715, -15.065)
C (21.278, -12.975, -14.215)
H (19.474, -13.383, -13.249)
H (20.702, -12.665, -12.171)
H (20.324, -10.537, -12.836)
H (18.746, -11.050, -13.319)
H (20.347, -9.950, -15.132)
H (19.394, -11.388, -15.640)
H (22.253, -13.182, -13.774)
H (20.914, -13.815, -14.807)
C (22.539, -16.349, -18.909)
C (21.265, -17.100, -18.501)
C (20.668, -16.085, -17.468)
O (21.134, -14.825, -17.935)
C (22.568, -15.039, -18.205)
H (22.460, -16.345, -19.996)
H (23.409, -16.967, -18.688)
H (21.421, -18.123, -18.160)
H (20.650, -17.210, -19.394)
H (21.052, -16.342, -16.480)
H (19.579, -16.046, -17.472)
H (23.291, -14.885, -17.404)
H (22.870, -14.365, -19.006)
C (19.210, -14.167, -16.205)
C (18.907, -15.349, -15.323)
C (17.435, -15.558, -15.441)
O (17.131, -15.133, -16.722)
C (17.939, -13.997, -16.929)
H (19.990, -14.242, -16.962)
H (19.548, -13.250, -15.724)
H (19.173, -15.278, -14.269)
H (19.244, -16.290, -15.759)
H (16.871, -14.909, -14.772)
H (17.280, -16.619, -15.244)
H (17.489, -13.054, -16.617)
H (17.989, -13.879, -18.011)
C (20.078, -12.919, -23.281)
C (19.668, -12.212, -24.584)
C (19.129, -13.342, -25.379)
O (19.072, -14.408, -24.492)
C (19.241, -14.096, -23.133)
H (19.953, -12.322, -22.378)
H (21.123, -13.227, -23.337)
H (20.450, -11.553, -24.960)
H (18.794, -11.565, -24.513)
H (19.752, -13.596, -26.236)
H (18.097, -13.112, -25.644)
H (19.839, -14.900, -22.704)
H (18.291, -13.893, -22.638)
C (16.910, -10.962, -20.002)
C (18.344, -10.679, -19.984)
C (18.389, -9.411, -20.857)
O (17.333, -9.610, -21.844)
C (16.250, -10.188, -21.180)
H (16.284, -10.794, -19.126)
H (16.694, -12.006, -20.230)
H (18.892, -11.430, -20.554)
H (18.819, -10.736, -19.004)
H (19.377, -9.184, -21.258)
H (18.118, -8.473, -20.374)
H (15.554, -10.743, -21.809)
H (15.631, -9.379, -20.793)
C (21.537, -15.467, -23.618)
C (20.966, -16.670, -22.833)
C (22.260, -17.285, -22.436)
O (23.255, -16.938, -23.399)
C (22.772, -16.027, -24.316)
H (21.758, -14.677, -22.901)
H (20.860, -15.070, -24.375)
H (20.399, -17.386, -23.429)
H (20.314, -16.432, -21.993)
H (21.995, -18.343, -22.456)
H (22.500, -16.919, -21.437)
H (22.471, -16.580, -25.207)
H (23.560, -15.301, -24.512)
C (22.065, -7.956, -14.927)
C (22.987, -9.122, -15.049)
C (22.546, -9.624, -16.401)
O (22.187, -8.453, -17.099)
C (21.959, -7.347, -16.241)
H (22.463, -7.216, -14.233)
H (21.155, -8.201, -14.380)
H (23.015, -9.927, -14.315)
H (23.978, -8.667, -15.041)
H (21.671, -10.257, -16.255)
H (23.363, -10.216, -16.813)
H (21.041, -6.759, -16.252)
H (22.762, -6.622, -16.376)
C (18.149, -15.926, -22.558)
C (17.311, -17.173, -22.742)
C (16.152, -17.125, -21.678)
O (16.560, -16.014, -20.887)
C (17.971, -15.583, -21.056)
H (17.747, -15.120, -23.171)
H (19.202, -16.105, -22.776)
H (17.976, -18.016, -22.556)
H (17.006, -17.113, -23.787)
H (16.145, -17.993, -21.019)
H (15.161, -17.062, -22.127)
H (18.632, -16.129, -20.383)
H (18.301, -14.554, -20.912)
C (20.731, -14.758, -21.411)
O (19.499, -14.278, -20.827)
C (19.508, -13.032, -20.123)
C (20.161, -13.064, -18.686)
O (20.087, -11.702, -18.189)
C (21.069, -11.395, -17.184)
H (20.818, -14.245, -22.369)
H (20.681, -15.820, -21.654)
H (21.632, -14.570, -20.829)
H (18.531, -12.672, -19.800)
H (19.982, -12.189, -20.625)
H (21.184, -13.438, -18.736)
H (19.473, -13.608, -18.038)
H (20.960, -10.398, -16.755)
H (22.069, -11.557, -17.585)
H (20.891, -12.017, -16.307)
C (23.726, -14.285, -22.507)
O (23.343, -13.164, -21.721)
C (24.104, -12.948, -20.578)
C (23.887, -11.633, -19.904)
O (24.452, -10.473, -20.573)
C (24.138, -9.298, -19.842)
H (23.187, -15.132, -22.084)
H (24.806, -14.377, -22.620)
H (23.287, -14.297, -23.504)
H (25.176, -13.020, -20.760)
H (23.741, -13.762, -19.950)
H (24.175, -11.643, -18.852)
H (22.802, -11.581, -19.819)
H (24.681, -8.471, -20.301)
H (24.470, -9.310, -18.803)
H (23.073, -9.082, -19.920)

total charge	0
calculated total energy	-73695.6390	eV
LUMO energy	0.33	eV


The highest calculated total energy belongs to which entry?
C44H92O13


Which of these has the lowest calculated total energy?
C44H89Br2N12O


Which formula does entry 2 have?
C44H92O13